1.
The following is a DFT calculation (ωB97M-V with the def2-TZVPD basis set) of a cluster of 3 separate species, C5H16O2 in total.

The geometry in ORCA input format:
```
! RIJCOSX wB97M-V def2-TZVPD def2/J DEFGRID3
* xyz -1 2
C -0.48807 0.97265 1.45732
C -0.70115 1.50804 0.02529
C -1.55024 0.55642 -0.87532
C -0.90582 -0.86671 -0.82003
C -3.03863 0.57816 -0.51370
H 0.58642 0.92411 1.70163
H -0.89497 -0.02040 1.64009
H -0.94778 1.68600 2.14222
H 0.25256 1.60089 -0.50995
H -0.87819 2.58808 0.18623
H -1.44169 0.97728 -1.86845
H -1.43165 -1.36899 -1.64180
H 0.17028 -0.78885 -0.99569
H -1.05482 -1.40386 0.11752
H -3.22351 0.62764 0.55547
H -3.57012 1.38757 -1.01597
H -3.47459 -0.34317 -0.93698
H 4.74681 -1.47071 1.99490
H 4.84885 -0.38600 2.91208
O 5.43758 -1.07632 2.55167
H 2.72766 -1.53071 -2.69694
H 2.21904 -2.52618 -1.66986
O 2.61201 -1.62496 -1.73972
*
```

Values from the calculation:
<S²> = 0.7502
Largest force on an atom = 2.00 eV/Å
Orbital gap (alpha / beta) = 2.580 / 10.373 eV
LUMO energy (alpha / beta) = 3.50 / 3.37 eV
E_HOMO (alpha / beta) = 0.92 / -7.00 eV
Relative energy (zero: lowest compared OMol25 entry of this formula, charge and spin) = 0.506 eV

---

2.
The following is a DFT calculation (ωB97M-V with the def2-TZVPD basis set) of a cluster of 8 separate species, C8H16Cl16 in total.

The geometry in ORCA input format:
```
! RIJCOSX wB97M-V def2-TZVPD def2/J DEFGRID3
* xyz 1 2
C -1.46115 1.84078 -3.73751
Cl -2.80583 2.93123 -3.40452
Cl -1.91315 0.09470 -3.65209
H -1.00614 2.01196 -4.71310
H -0.62930 2.06566 -3.07000
C -4.59932 0.75813 0.76149
Cl -5.86953 -0.32543 0.00591
Cl -4.68720 2.48045 0.29406
H -4.79408 0.73606 1.83372
H -3.61469 0.38673 0.47748
C 2.83215 1.64624 -2.25003
Cl 4.31304 0.77326 -2.57339
Cl 2.44244 1.73261 -0.51203
H 2.88492 2.69645 -2.53709
H 1.95261 1.29667 -2.79067
C -0.64566 -0.06325 -0.03548
Cl -1.83532 -1.16224 0.82361
Cl -1.28918 1.61011 -0.18986
H 0.23552 0.03771 0.59811
H -0.35688 -0.46613 -1.00624
C 2.74994 -2.22383 0.64383
Cl 1.49409 -2.96785 1.51229
Cl 4.27653 -2.71624 1.42768
H 2.74763 -2.55154 -0.39573
H 2.67207 -1.13662 0.63882
C 1.51918 -1.80511 -4.19609
Cl 1.65467 -1.54711 -2.48301
Cl 3.10015 -1.74392 -5.05109
H 1.12776 -2.81804 -4.29021
H 0.81496 -1.11794 -4.66511
C -1.21611 -2.26720 4.19889
Cl -2.78625 -1.61117 4.64561
Cl 0.11609 -1.30945 4.85413
H -1.06034 -3.26241 4.61529
H -1.13322 -2.20001 3.11413
C 0.96103 1.90170 4.29124
Cl 0.98365 3.69796 4.55598
Cl 0.67473 1.55957 2.66547
H 1.93964 1.62722 4.68504
H 0.21060 1.41028 4.91049
*
```

Values from the calculation:
<S²> = 0.7531
Largest force on an atom = 3.05 eV/Å
Orbital gap (alpha / beta) = 9.666 / 2.387 eV
LUMO energy (alpha / beta) = -3.36 / -10.59 eV
E_HOMO (alpha / beta) = -13.02 / -12.98 eV
Relative energy (zero: lowest compared OMol25 entry of this formula, charge and spin) = 0.290 eV

---

3.
The following is a DFT calculation (ωB97M-V with the def2-TZVPD basis set) of a cluster of 2 separate species, CH3FOS in total.

The geometry in ORCA input format:
```
! RIJCOSX wB97M-V def2-TZVPD def2/J DEFGRID3
* xyz 0 1
C -1.56591 0.40860 0.49906
O 0.94847 -0.56237 -0.93383
F -2.61685 0.13886 -0.28806
S 2.32558 -1.07443 -0.59471
H -0.59680 0.36779 0.03672
H -1.78873 0.82669 1.45415
H 3.29425 -0.10515 -0.17332
*
```

Values from the calculation:
Largest force on an atom = 1.53 eV/Å
Orbital gap (alpha / beta) = 10.261 / 6.323 eV
LUMO energy (alpha / beta) = 0.41 / -1.69 eV
E_HOMO (alpha / beta) = -9.85 / -8.01 eV
Relative energy (zero: lowest compared OMol25 entry of this formula, charge and spin) = 3.794 eV

---

4.
The following is a DFT calculation (ωB97M-V with the def2-TZVPD basis set) of a cluster of 2 separate species, C10H22 in total.

The geometry in ORCA input format:
```
! RIJCOSX wB97M-V def2-TZVPD def2/J DEFGRID3
* xyz 0 1
C 1.28226 0.88060 2.34919
C 1.14349 1.20228 0.77563
C 0.02537 2.17778 0.59155
C 0.82623 -0.18561 0.14605
C 2.58783 1.73818 0.42849
H 1.73859 1.66477 2.94017
H 0.28124 0.42996 2.71677
H 2.04002 0.09134 2.64347
H -0.52221 2.12126 -0.50995
H -0.85729 1.96333 1.27804
H 0.55971 3.28763 0.56694
H 0.60497 -0.18997 -1.01601
H -0.16137 -0.78229 0.48298
H 1.69316 -0.77076 0.38287
H 3.33566 1.05508 0.77340
H 2.83932 1.73152 -0.72452
H 2.65945 2.76854 0.89850
C -1.53468 -2.56414 -0.63616
C -2.11203 -1.30984 0.05200
C -1.59187 -0.04743 -0.67768
C -0.97576 -0.55248 -2.17423
C -0.52702 -1.98138 -1.66346
H -1.28309 -3.35908 0.08907
H -2.36119 -3.28190 -1.05871
H -1.93192 -0.99947 1.18617
H -3.17720 -1.42255 0.11240
H -0.65512 0.46724 -0.09199
H -2.27993 0.73869 -0.84945
H 0.05263 -0.03966 -2.31680
H -1.76061 -0.33489 -3.01760
H 0.52875 -1.76054 -1.27454
H -0.46740 -2.73618 -2.40262
*
```

Values from the calculation:
Largest force on an atom = 5.48 eV/Å
Orbital gap = 10.445 eV
LUMO energy = 0.87 eV
SMILES = CC(C)(C)C.C1CCCC1
E_HOMO = -9.58 eV
Relative energy (zero: lowest compared OMol25 entry of this formula, charge and spin) = 6.628 eV

---

5.
The following is a DFT calculation (ωB97M-V with the def2-TZVPD basis set) of the molecule C3H5NO2.

The geometry in ORCA input format:
```
! RIJCOSX wB97M-V def2-TZVPD def2/J DEFGRID3
* xyz 0 1
O 1.89718 -1.83274 -1.13499
C 0.90691 -1.46978 -0.55099
C 0.33330 -0.07179 -0.65946
N -0.04182 0.42860 0.64528
C -1.17899 1.16059 0.82937
O -2.01188 1.36295 -0.02719
H 0.34655 -2.15304 0.12234
H 1.05554 0.57417 -1.17025
H -0.58205 -0.10113 -1.26463
H 0.65438 0.45720 1.37466
H -1.26991 1.54267 1.86365
*
```

Values from the calculation:
Largest force on an atom = 0.54 eV/Å
Orbital gap = 10.862 eV
LUMO energy = 0.68 eV
SMILES = O=CCNC=O
E_HOMO = -10.18 eV
Relative energy (zero: lowest compared OMol25 entry of this formula, charge and spin) = 0.899 eV

---

6.
The following is a DFT calculation (ωB97M-V with the def2-TZVPD basis set) of the molecule C4H9N3O.

The geometry in ORCA input format:
```
! RIJCOSX wB97M-V def2-TZVPD def2/J DEFGRID3
* xyz 0 1
H -0.26860 -2.93833 -0.37304
N -1.11881 -2.39789 -0.22738
C -0.91658 -1.18902 0.08495
C -2.11291 -0.31105 0.32592
N 0.35546 -0.70544 0.28780
C 0.87253 0.42708 -0.00527
C 0.26263 1.57824 -0.75409
N 2.14111 0.62695 0.42537
O 2.81645 -0.47745 0.95385
H -1.94975 0.33102 1.19076
H -2.97983 -0.94392 0.49313
H -2.30128 0.31203 -0.54685
H -0.24997 1.21068 -1.63953
H -0.46409 2.08572 -0.12360
H 1.02310 2.29367 -1.05317
H 2.77911 1.25815 -0.03754
H 2.11144 -1.16047 0.99869
*
```

Values from the calculation:
Largest force on an atom = 1.05 eV/Å
Orbital gap = 9.586 eV
LUMO energy = 0.71 eV
SMILES = [H]/N=C(C)\N=C(/C)NO
E_HOMO = -8.87 eV
Relative energy (zero: lowest compared OMol25 entry of this formula, charge and spin) = 2.471 eV

---

7.
The following is a DFT calculation (ωB97M-V with the def2-TZVPD basis set) of a structure of composition C6H12AuClN4.

The geometry in ORCA input format:
```
! RIJCOSX wB97M-V def2-TZVPD def2/J DEFGRID3
* xyz 0 1
Au 0.55698 2.91142 -1.31171
C 1.45786 0.36167 0.03278
N 0.19199 0.99451 -0.44769
C -0.73422 1.09327 0.72121
N -0.98789 -0.20627 1.31178
C 0.28611 -0.78606 1.74382
N 1.21314 -0.94100 0.62015
C 0.58583 -1.80244 -0.38508
N -0.68263 -1.24112 -0.85591
C -0.42983 0.06277 -1.43718
C -1.57570 -1.08097 0.29424
H 1.91157 1.02025 0.77376
H 2.13546 0.26153 -0.81545
H -1.67219 1.53213 0.38020
H -0.28267 1.75282 1.46268
H 0.10096 -1.76288 2.19223
H 0.73910 -0.13486 2.49368
H 0.40244 -2.78546 0.05029
H 1.26386 -1.91430 -1.23322
H -1.36743 0.50119 -1.77972
H 0.24630 -0.03764 -2.28655
H -1.77204 -2.05962 0.73383
H -2.52048 -0.65130 -0.04386
Cl 0.93347 4.91237 -2.21429
*
```

Values from the calculation:
Largest force on an atom = 0.67 eV/Å
Orbital gap = 9.602 eV
LUMO energy = 0.40 eV
E_HOMO = -9.20 eV

---

Among the records above, which one has the highest largest force on an atom? C10H22